1.
C13H28CeN6O6S | the ωB97M-V functional and the def2-TZVPD basis

XYZ file:
```
55
C13H28CeN6O6S the ωB97M-V functional and the def2-TZVPD basis
O -3.48322 1.10921 -1.50662
H -4.30926 1.20456 -2.00906
Ce -1.18074 0.14278 -0.10272
N 0.58139 -1.86502 -0.07306
N -1.89945 -2.06941 -0.16798
N 1.06738 1.29348 0.11357
N -1.25889 2.49359 -0.13909
O 1.88207 -1.78075 -0.20312
O 2.34950 0.76579 0.18988
O -2.45540 3.18923 -0.29791
O -2.72399 -1.35864 0.62831
C -1.26992 -3.16717 0.38212
C 0.13437 -3.10529 0.31465
C 1.06535 2.62621 0.32111
C -0.22934 3.24498 0.28990
C 1.05733 -4.22229 0.69414
H 1.79204 -3.88754 1.44363
H 1.61651 -4.58938 -0.18198
H 0.48633 -5.06400 1.11134
C -2.08330 -4.25479 0.97489
H -2.99125 -4.39415 0.37250
H -2.40425 -4.00802 1.99916
H -1.54272 -5.20714 1.01555
C 2.28408 3.46169 0.59388
C -0.49336 4.66759 0.61811
H 3.20632 2.95008 0.31670
H 2.35793 3.75715 1.65191
H 2.22812 4.39747 0.02231
H -1.49553 4.75368 1.04869
H -0.45471 5.27939 -0.29362
H 0.24615 5.05156 1.32599
H 2.20056 -0.22210 0.01363
H -3.04066 2.51893 -0.78734
C -2.46181 0.41006 -2.34940
H -2.37469 -0.63982 -2.04794
H -1.49817 0.93620 -2.38425
H -2.79637 0.39037 -3.38988
O 1.05470 -0.66953 -2.89370
H 1.53113 0.15548 -3.09828
H 1.55866 -1.02375 -2.11768
S -0.51880 -0.13965 2.61917
C 1.15051 -0.25256 3.11030
N 1.75092 -1.44168 3.26778
C 3.19782 -1.62716 3.34840
C 3.79127 -0.48031 4.13738
C 3.32157 0.86359 3.62269
N 1.87800 0.84165 3.38441
H 1.16524 -2.24239 3.07047
H 3.61386 -1.65158 2.32901
H 3.39538 -2.59493 3.82644
H 4.87795 -0.52734 4.09659
H 3.52231 -0.58467 5.19043
H 3.82539 1.11003 2.67521
H 3.54005 1.66287 4.34541
H 1.39674 1.71348 3.23495
```

Results
E_HOMO (spin up / spin down) in eV: -9.6367 / -9.7163
Total charge: +1
Spin multiplicity: 2
Kohn-Sham gap (spin up / spin down) in eV: 5.54 / 5.62
LUMO level (spin up / spin down) in eV: -4.1 / -4.1
E in Ha: -2165.07494

Atomic partial charges in e from the Löwdin method, atoms 1 to 6: atom 1 (O): -0.126, atom 2 (H): 0.139, atom 3 (Ce): 1.031, atom 4 (N): -0.118, atom 5 (N): -0.229, atom 6 (N): -0.055


2.
C13H28ClINP2Yb | the ωB97M-V functional and the def2-TZVPD basis

XYZ file:
```
47
C13H28ClINP2Yb the ωB97M-V functional and the def2-TZVPD basis
C 0.56126 0.16116 -0.93673
I 0.04080 1.19512 0.89621
H 0.34810 0.82004 -1.74772
H -0.21867 -0.59418 -0.79502
H 1.53916 -0.33210 -0.95394
Yb -0.81582 4.67443 -2.59135
P -2.35474 0.29658 -1.93549
C -3.65322 -0.71813 -1.10988
C -3.01668 1.97322 -1.49724
H -4.05800 2.06610 -1.80214
H -4.06506 0.36919 -3.60989
H -2.45361 2.74068 -2.03491
H -2.43849 0.72804 -4.31424
H -3.75105 -0.49064 -0.03829
H -2.91969 2.14985 -0.43474
C -3.00582 0.08950 -3.62358
H -4.60874 -0.53846 -1.62013
H -2.90487 -0.96847 -3.93203
H -3.41215 -1.79245 -1.20374
P 2.72809 1.55948 -0.14604
C 3.27182 0.82594 1.42910
C 4.23422 1.68544 -1.08761
H 1.99796 3.79623 -0.65011
H 3.19985 3.81270 0.66833
H 1.48793 3.36284 0.99051
C 2.30906 3.30553 0.28548
H 3.99851 2.14106 -2.06564
H 4.81684 2.35343 -0.43288
H 4.26380 1.25946 1.58210
H 3.36966 -0.27108 1.38256
H 4.71065 0.69019 -1.18834
H 2.62848 1.06920 2.28418
Cl 0.34302 5.29515 -4.53671
C -0.16655 -4.52924 3.78177
C -0.10069 -3.36674 2.86988
C -1.10528 -2.39359 2.89519
C -1.24388 -1.61082 1.75968
N -0.29924 -1.67302 0.80620
C 0.86009 -2.21376 1.02728
C 0.90887 -3.29171 1.90540
H 0.03004 -4.21378 4.81109
H -1.18026 -4.93438 3.72064
H 0.55260 -5.30252 3.49640
H -1.82766 -2.28248 3.70909
H -2.10112 -0.93904 1.69712
H 1.77731 -1.95617 0.50497
H 1.72315 -4.00780 1.78520
```

Results
E_HOMO (spin up / spin down) in eV: -13.8628 / -13.9696
Total charge: +2
Spin multiplicity: 2
Kohn-Sham gap (spin up / spin down) in eV: 6.21 / 5.61
LUMO level (spin up / spin down) in eV: -7.6 / -8.4
E in Ha: -3165.48575

Atomic partial charges in e from the Löwdin method, atoms 1 to 6: atom 1 (C): -0.555, atom 2 (I): 1.141, atom 3 (H): -0.042, atom 4 (H): -0.076, atom 5 (H): 0.001, atom 6 (Yb): 1.122


3.
C13H28ClNPdS2Si | the ωB97M-V functional and the def2-TZVPD basis

XYZ file:
```
47
C13H28ClNPdS2Si the ωB97M-V functional and the def2-TZVPD basis
C 3.78457 -2.39738 0.25760
C 3.53122 -1.10790 1.03703
N 2.24157 -0.38428 0.69335
C 2.31349 1.04846 1.11974
C 3.15243 1.85579 0.13294
C 1.14263 -1.03888 1.07836
S 0.42091 -2.25074 0.28932
S 0.23082 -0.88879 2.59202
C -1.01152 0.40323 2.49116
C -2.40057 0.04021 1.91191
C -2.43945 -0.37272 0.44442
Si -1.54116 0.70852 -0.80978
C -2.17388 2.47602 -0.88344
C -3.29468 2.84540 0.10398
C -1.76603 -0.10973 -2.49698
C -0.60687 -0.91027 -3.12771
C -0.72824 -2.43398 -2.90263
Cl 1.03570 -0.34184 -2.65390
H 4.80456 -2.43572 -0.12141
H 3.61051 -3.27391 0.88280
H 3.11651 -2.47905 -0.60510
H 4.34347 -0.40233 0.87984
H 3.50622 -1.31524 2.11154
H 2.75891 1.09056 2.12030
H 1.31014 1.47023 1.13407
H 4.22215 1.77034 0.31425
H 2.89791 2.90730 0.28859
H 2.88373 1.62222 -0.89820
H -0.54385 1.27020 2.01922
H -1.17026 0.67683 3.54147
H -2.78191 -0.80701 2.49549
H -3.04426 0.88380 2.16638
H -3.49871 -0.38793 0.15858
H -2.11016 -1.41321 0.36917
H -0.12237 0.77517 -0.34484
H -1.33537 3.17277 -0.79988
H -2.57308 2.60622 -1.89542
H -2.91472 2.96386 1.12304
H -3.69223 3.82855 -0.15826
H -4.13649 2.15144 0.07228
H -2.03854 0.69754 -3.18285
H -2.61761 -0.79661 -2.47391
H -0.66237 -0.75350 -4.20437
H -1.55265 -2.67532 -2.22899
H 0.21540 -2.82503 -2.51375
H -0.86777 -2.94406 -3.85642
Pd 0.10189 -2.51926 4.32897
```

Results
E_HOMO in eV: -15.7543
Total charge: +2
Spin multiplicity: 1
Kohn-Sham gap in eV: 4.32
LUMO level in eV: -11.4
E in Ha: -2240.04262

Atomic partial charges in e from the Löwdin method, atoms 1 to 6: atom 1 (C): -0.056, atom 2 (C): -0.152, atom 3 (N): -0.133, atom 4 (C): -0.210, atom 5 (C): -0.040, atom 6 (C): -1.054


4.
C13H28CrN5O3S4 | the ωB97M-V functional and the def2-TZVPD basis

XYZ file:
```
54
C13H28CrN5O3S4 the ωB97M-V functional and the def2-TZVPD basis
Cr -0.27153 -0.84780 0.04643
C -3.51306 1.81100 5.07341
C -2.12288 1.73404 4.56072
N -1.13387 2.48546 4.92339
N -0.08198 2.01492 4.20330
C -0.37692 0.97414 3.41484
S 0.71318 0.08664 2.47419
N -1.69628 0.80020 3.63911
N -2.47105 -0.21969 3.07722
H -3.57910 2.64185 5.76957
H -3.77663 0.89020 5.59692
H -4.22630 1.97271 4.26274
H 0.82850 2.42749 4.30268
H -2.40880 -0.13605 2.05882
H -3.43474 -0.03626 3.32803
C 2.64696 -0.66546 -3.80776
C 1.29792 -1.25829 -4.24386
S 0.14218 -1.84282 -2.97490
C 0.94411 -3.32725 -2.33442
C 2.17395 -3.11757 -1.45667
S 1.88195 -2.04468 -0.00813
C 3.32231 -0.93785 0.05746
C 3.84562 -0.34141 -1.24662
S 2.63467 0.44613 -2.35701
H 3.05324 -0.08579 -4.63491
H 3.35994 -1.45752 -3.59563
H 1.48499 -2.09270 -4.92109
H 0.71053 -0.51974 -4.78864
H 1.19991 -3.98419 -3.16656
H 0.15443 -3.81427 -1.76035
H 3.00655 -2.69404 -2.00888
H 2.49006 -4.08463 -1.06655
H 4.12650 -1.48951 0.54086
H 2.98622 -0.15672 0.74044
H 4.38682 -1.07982 -1.83409
H 4.56229 0.43124 -0.97398
C -0.91966 3.16016 -0.37190
C -1.19022 1.82669 -1.05384
C -1.53531 1.99382 -2.52015
O -0.01803 0.97553 -0.90663
C -2.33821 1.11596 -0.32122
O -3.41151 1.65630 -0.21626
O -2.03762 -0.06610 0.17295
H -0.09546 3.67844 -0.86937
H -0.65246 3.00242 0.67482
H -1.81337 3.78022 -0.41960
H -0.75314 2.55964 -3.03469
H -2.47052 2.54515 -2.59829
H -1.66184 1.02568 -3.00924
H 0.67482 1.21791 -1.53466
N -1.03908 -2.54686 1.11244
H -0.91752 -2.32624 2.09943
H -0.64079 -3.46541 0.95742
H -2.03976 -2.61525 0.94870
```

Results
E_HOMO (spin up / spin down) in eV: -10.4934 / -11.1506
Total charge: +1
Spin multiplicity: 5
Kohn-Sham gap (spin up / spin down) in eV: 8.22 / 8.79
LUMO level (spin up / spin down) in eV: -2.3 / -2.4
E in Ha: -3648.77137

Atomic partial charges in e from the Löwdin method, atoms 1 to 6: atom 1 (Cr): 0.425, atom 2 (C): 0.004, atom 3 (C): -0.318, atom 4 (N): 0.137, atom 5 (N): 0.030, atom 6 (C): -0.737